This record from the Open Molecules 2025 dataset describes a single C4H8O2 molecule. The level of theory is ωB97M-V with the def2-TZVPD basis set.

Cartesian coordinates (Å):
1 O -1.56093 -0.74112 0.06653
2 O 1.91237 -1.22800 0.20878
3 C 0.64721 -1.47083 0.42975
4 C 2.43558 0.01927 -0.31515
5 C -2.50167 0.30111 0.03521
6 C -0.25335 -0.26806 0.23701
7 H 2.19730 0.86249 0.33959
8 H -2.23853 1.06269 -0.71708
9 H -0.14613 0.29812 1.18965
10 H 2.03693 0.18660 -1.31688
11 H -2.58873 0.79612 1.01522
12 H -3.46090 -0.14775 -0.23072
13 H 0.00402 0.43906 -0.57567
14 H 3.51684 -0.10971 -0.36625

Forces on the atoms, in the same order (eV/Å):
O 0.06 0.06 0.04
O -0.31 -0.12 0.05
C 0.28 0.47 -0.16
C 0.09 0.17 -0.01
C -0.19 0.12 -0.04
C 0.17 -0.19 0.06
H -0.02 -0.17 -0.07
H -0.06 -0.12 0.10
H -0.01 -0.06 -0.10
H 0.06 0.03 0.10
H 0.02 -0.06 -0.13
H 0.09 0.13 0.06
H -0.01 -0.24 0.07
H -0.17 -0.02 0.03

Properties
Relative energy (zero: lowest compared OMol25 entry of this formula, charge and spin) (kcal per mole): 105.1
HOMO-LUMO gap (eV): 9.1
Spin multiplicity: 1

These are the Löwdin partial charges, in e, on atoms 1 to 8: -0.201 -0.141 0.015 -0.059 -0.123 -0.291 0.094 0.087


This record from the Open Molecules 2025 dataset describes a molecular structure, C13H19AsF6NO5S2Tl. The level of theory is ωB97M-V with the def2-TZVPD basis set.

Cartesian coordinates (Å):
1 Tl 0.97765 1.24190 -2.12925
2 As -2.05915 3.94130 -2.66325
3 S -0.72905 -2.05370 -1.52505
4 S -0.65515 1.84250 1.09035
5 F -2.65265 3.86260 -4.30245
6 F -3.57005 3.29680 -2.05495
7 F -2.70525 5.57080 -2.47995
8 F -1.42405 3.99190 -1.00475
9 F -0.51695 4.57010 -3.21455
10 F -1.44245 2.27380 -2.83025
11 O -1.86275 -1.37930 -0.94445
12 O -0.97225 -3.38640 -2.02965
13 O 2.58925 -2.74160 -3.99185
14 O 2.54285 -0.53820 -3.54885
15 O 0.37105 0.97570 0.44435
16 N -0.08595 -1.09210 -2.67805
17 C 0.16135 -1.91800 1.07615
18 C -3.40285 1.95380 0.96005
19 C 1.74295 -2.74050 -0.53215
20 C 2.12475 -1.65340 -3.77335
21 C 3.35245 -2.86110 2.88515
22 C -2.26185 0.95660 0.94975
23 C 0.85555 2.13410 3.40745
24 C 0.50035 -2.22050 -0.22715
25 C 0.40285 -1.71110 -3.79015
26 C 1.08095 -2.12040 2.09005
27 C 2.66025 -2.93800 0.48425
28 C 2.34135 -2.63090 1.80215
29 C -0.41395 1.47470 2.90585
30 H 0.14515 -2.77040 -3.87255
31 H 1.98555 -3.00810 -1.54685
32 H 0.22095 -1.14780 -4.70585
33 H 4.09865 -2.06730 2.86815
34 H 2.88565 -2.87130 3.86685
35 H 1.69545 1.79590 2.80485
36 H -0.83045 -1.54530 1.26865
37 H -1.29535 1.84420 3.42795
38 H 0.81385 -1.90890 3.11735
39 H 3.86115 -3.80940 2.72925
40 H -2.36155 0.23790 1.76205
41 H 3.63905 -3.33550 0.25745
42 H -0.34215 0.39200 2.99215
43 H -3.49515 2.44200 1.92915
44 H -2.21445 0.40710 0.00885
45 H -4.33475 1.44230 0.73325
46 H -3.25015 2.71890 0.20225
47 H 0.78925 3.21710 3.33495
48 H 1.04025 1.86530 4.44655

Forces on the atoms, in the same order (eV/Å):
Tl 0.10 0.30 -0.05
As -0.15 0.54 0.19
S -0.43 -0.74 0.36
S -0.93 -0.44 1.53
F 0.24 0.01 0.54
F 0.49 0.08 -0.18
F 0.44 -0.77 -0.10
F -0.32 -0.17 -0.77
F -0.54 -0.32 0.11
F -0.18 0.57 0.15
O 0.28 0.16 -0.13
O 0.29 0.09 -0.06
O 0.07 -0.92 -0.20
O 0.13 0.91 0.17
O 0.68 -0.35 -0.55
N -0.10 0.12 0.62
C -0.17 0.04 -0.05
C 0.07 0.16 -0.05
C 0.15 -0.03 0.01
C 0.42 0.06 -0.01
C -0.03 0.08 -0.05
C 0.15 0.41 -0.12
C -0.06 -0.06 -0.14
C -0.31 0.13 -0.44
C -0.73 -0.64 -0.13
C 0.06 -0.18 -0.11
C -0.06 0.09 -0.05
C -0.09 -0.02 0.06
C 0.00 0.49 -0.65
H 0.08 0.21 -0.14
H 0.11 -0.06 -0.20
H 0.18 0.12 -0.07
H 0.11 0.02 0.08
H -0.01 0.00 0.09
H 0.15 0.01 0.01
H -0.10 0.11 0.10
H -0.14 -0.03 0.00
H -0.02 0.05 0.06
H 0.11 -0.06 0.06
H 0.19 -0.11 0.03
H 0.08 -0.07 -0.07
H -0.16 -0.09 -0.13
H -0.09 0.06 0.12
H 0.14 0.17 0.08
H -0.12 -0.03 0.05
H -0.05 0.02 -0.02
H 0.03 0.11 0.01
H 0.04 0.00 0.05

Properties
Relative energy (zero: lowest compared OMol25 entry of this formula, charge and spin) (kcal per mole): 7.5
<S²>: 0.76
Charge: -1
HOMO-LUMO gap (spin up / spin down) (eV): 8.3 / 7.2
Spin multiplicity: 2

These are the Löwdin partial charges, in e, on atoms 1 to 8: 1.044 0.784 0.608 0.928 -0.260 -0.264 -0.275 -0.304


This record from the Open Molecules 2025 dataset describes a single CH2F3NOS molecule. The level of theory is ωB97M-V with the def2-TZVPD basis set.

Cartesian coordinates (Å):
1 S 0.79545 0.20198 -0.70947
2 F -1.19868 1.44190 -0.28477
3 F 0.69796 -1.12619 1.97904
4 F -1.57558 0.44437 -2.06480
5 O 1.60328 -0.96132 -0.87834
6 N 0.87331 0.01287 1.42128
7 C -1.16379 0.22760 -0.79367
8 H 1.84465 0.25483 1.75839
9 H -1.87659 -0.49604 -0.42767

Forces on the atoms, in the same order (eV/Å):
S 0.10 -0.07 3.98
F -0.58 1.12 1.78
F -0.86 -5.10 0.69
F 0.52 -0.72 -0.98
O 0.58 -2.07 -2.29
N 0.16 7.06 -1.32
C 0.57 0.04 -1.37
H -0.81 0.03 -1.53
H 0.32 -0.29 1.05

Properties
Relative energy (zero: lowest compared OMol25 entry of this formula, charge and spin) (kcal per mole): 133.4
HOMO-LUMO gap (eV): 8.0
Spin multiplicity: 1

These are the Löwdin partial charges, in e, on atoms 1 to 8: 1.070 0.007 -0.094 0.017 -0.530 -0.192 -0.508 0.090


This record from the Open Molecules 2025 dataset describes 2 unconnected molecules or ions with the total composition C6H13O2S. The level of theory is ωB97M-V with the def2-TZVPD basis set.

Cartesian coordinates (Å):
1 S 1.35613 -0.40135 -2.24442
2 O -2.02117 1.10128 1.88335
3 O 0.21414 0.81981 1.85257
4 C 0.78155 0.98855 -1.11893
5 C -2.48506 -1.49839 1.57502
6 C -1.13243 -1.02696 1.26090
7 C -0.97724 0.45275 1.78538
8 C 0.83432 2.36604 -1.82492
9 C 2.37785 -1.28654 -0.97659
10 H 1.84362 -1.61175 -0.12198
11 H -0.17635 0.87594 -0.58278
12 H -2.62302 -2.63156 1.23847
13 H -3.37593 -0.96598 1.08490
14 H 1.75265 2.86583 -2.04892
15 H -0.39402 -1.60284 1.77856
16 H 2.65481 -2.08847 -1.61952
17 H -1.05431 -1.07675 0.30598
18 H 0.40563 2.61591 -2.87647
19 H 3.17359 -0.70735 -0.61514
20 H 0.28359 3.07472 -1.22671
21 H -2.83976 -1.36067 2.60557
22 H 1.40140 1.09776 -0.11430

Forces on the atoms, in the same order (eV/Å):
S -0.16 1.04 2.36
O -0.57 0.64 0.58
O 0.54 0.44 0.63
C 1.23 1.26 1.02
C -3.93 -2.49 -0.55
C -1.04 1.72 6.58
C 0.59 -0.86 -1.81
C -1.45 0.93 -1.69
C -1.36 0.22 -1.80
H -0.99 -0.41 0.55
H 0.02 -0.43 -1.09
H 0.17 1.95 0.91
H 1.69 -0.40 -0.04
H 1.48 -0.40 0.71
H 0.60 -0.55 0.07
H 0.89 -1.06 0.16
H 1.28 -0.07 -6.39
H -0.19 -1.63 1.38
H 1.29 0.89 0.02
H -0.21 0.23 0.55
H 0.71 -0.45 0.12
H -0.58 -0.58 -2.30

Properties
Relative energy (zero: lowest compared OMol25 entry of this formula, charge and spin) (kcal per mole): 39.8
Charge: -1
HOMO-LUMO gap (eV): 7.2
Spin multiplicity: 1

These are the Löwdin partial charges, in e, on atoms 1 to 8: 0.738 -0.056 -0.102 -0.526 -0.177 -0.214 -0.753 -0.210